DFT (the ωB97M-V functional and the def2-TZVPD basis) results for a 2-piece molecular cluster, C11H21BNO5 overall.

Geometry as XYZ:
```
39
C11H21BNO5, DFT the ωB97M-V functional and the def2-TZVPD basis
C -6.01531 2.24484 -0.97827
C -5.46519 1.20124 -0.03871
O -4.52480 0.36318 -0.78307
B -3.80382 -0.55079 -0.12177
O -4.31792 -1.45897 0.75023
C -2.20718 -0.48443 -0.25049
N -1.40568 -1.07917 -1.06722
C 0.02752 -0.83306 -0.74858
C -0.09615 -0.55142 0.75327
C 1.08229 0.09291 1.46285
C 2.03770 -0.92328 2.08064
C -1.37272 0.32452 0.69530
H -5.26947 3.01054 -1.18859
H -6.27535 1.77176 -1.92472
H -6.90440 2.70794 -0.55404
H -6.25469 0.56304 0.35661
H -4.92451 1.66395 0.78812
H -3.93823 -2.34976 0.72713
H -1.71973 -1.68252 -1.81835
H 0.38499 0.03029 -1.31161
H 0.59213 -1.73686 -0.96337
H -0.40678 -1.48589 1.23504
H 0.67053 0.69815 2.27394
H 1.61751 0.77637 0.79967
H 2.89345 -0.39814 2.49946
H 2.38800 -1.66317 1.36048
H 1.54630 -1.44163 2.90639
H -1.83458 0.59177 1.64099
H -1.09371 1.22632 0.12988
C 6.26035 0.12731 -1.42811
C 5.33209 -1.02593 -1.08354
O 4.63967 -0.51629 0.06421
C 4.68255 0.83859 0.02333
O 4.04235 1.54424 0.73639
O 5.52456 1.25707 -0.93804
H 6.44475 0.24496 -2.49142
H 7.21006 0.07123 -0.89604
H 4.60593 -1.22318 -1.87417
H 5.84746 -1.94571 -0.82384
```

Calculated values
**ΔE to the lowest compared entry with this formula, charge and spin**: 0.0 kcal per mole
**HOMO energy**: -13.4 eV
**Net charge**: +1
**E**: -24147.749 eV
**Frontier orbital gap**: 9.7 eV
**Molecular weight**: 258.1 g mol⁻¹

---

DFT (the ωB97M-V functional and the def2-TZVPD basis) results for a 6-piece molecular cluster, C11H21Cl13 overall.

Geometry as XYZ:
```
45
C11H21Cl13, DFT the ωB97M-V functional and the def2-TZVPD basis
Cl 1.88995 0.55753 -1.75453
C 1.60408 0.10907 -0.06651
Cl 2.83031 -0.90767 0.68090
Cl 0.11494 -0.82512 0.01188
H 1.46984 0.98938 0.51476
Cl -0.24093 3.25927 1.12531
C 0.55061 3.84251 2.62856
C 0.64925 2.76116 3.72308
Cl 1.28192 1.21514 3.08253
H -0.09619 4.55582 3.09607
H 1.54967 4.16254 2.30324
H -0.28721 2.50384 4.19080
H 1.33879 3.10317 4.47641
Cl -2.29557 0.48681 5.23223
C -3.08287 0.97303 3.67197
C -2.56850 0.11075 2.43492
Cl -3.65889 0.43031 1.09135
H -2.90895 2.03508 3.53910
H -4.08908 0.61128 3.81718
H -2.59284 -0.95949 2.61234
H -1.58096 0.41723 2.11880
Cl 4.25052 -1.77383 -4.61221
C 2.67598 -2.31257 -4.05120
C 2.81212 -3.03636 -2.81547
Cl 1.30511 -3.75423 -2.33421
H 2.20499 -2.84553 -4.87764
H 2.06852 -1.42147 -3.90589
H 2.98085 -2.31002 -1.99947
H 3.56820 -3.82265 -2.84425
Cl -0.39021 2.89492 -5.12080
C -0.70998 3.30279 -3.43446
C -0.50620 4.80405 -3.22577
Cl 1.23313 5.25538 -3.29928
H 0.08928 2.86072 -2.82957
H -1.67735 2.96419 -3.07826
H -0.83415 5.02441 -2.22252
H -1.02909 5.39281 -3.94964
Cl -2.00004 -3.74651 2.01377
C -0.93072 -4.32477 0.67938
C -0.96304 -5.81716 0.58182
Cl -0.41855 -6.72822 1.95560
H 0.04846 -3.90554 0.93442
H -1.26870 -3.87860 -0.23648
H -0.37071 -6.16593 -0.27246
H -2.01577 -6.08753 0.41417
```

Calculated values
**ΔE to the lowest compared entry with this formula, charge and spin**: 3.6 kcal per mole
**HOMO energy**: -10.8 eV
**Net charge**: 0
**E**: -174539.862 eV
**Frontier orbital gap**: 11.1 eV
**Molecular weight**: 614.2 g mol⁻¹
**SMILES string**: ClC(Cl)Cl.ClCCCl.ClCCCl.ClCCCl.ClCCCl.ClCCCl

---

DFT (the ωB97M-V functional and the def2-TZVPD basis) results for C11H21MoN3O5S as an isolated structure.

Geometry as XYZ:
```
42
C11H21MoN3O5S, DFT the ωB97M-V functional and the def2-TZVPD basis
Mo 0.89316 0.48787 0.08027
O 1.33791 2.67467 -0.16331
C 1.85483 3.23479 1.07843
C 1.01428 2.64364 2.18095
N 0.99532 1.13379 2.12422
C -0.28543 0.63627 2.71719
C -1.37347 0.64518 1.63874
O -2.47340 0.24861 1.81318
O -0.90345 1.09506 0.41900
C 2.25409 0.54429 2.68322
C 3.33451 0.50258 1.60514
O 4.49236 0.50284 1.81218
O 2.77495 0.45328 0.33367
H 1.08199 3.35355 -0.79982
H 2.91260 2.99179 1.14455
H 1.75299 4.31718 1.06892
H 1.36818 2.94592 3.16713
H -0.01266 2.97826 2.05886
H -0.16373 -0.39048 3.05682
H -0.60940 1.23973 3.56508
H 2.61210 1.10496 3.54456
H 2.05437 -0.48029 2.99891
C -2.51041 -2.75160 0.08801
N -2.03079 -1.99874 -1.09409
C -3.12245 -1.51622 -1.96877
C -0.77901 -1.67005 -1.26729
S 0.34394 -1.80291 0.11803
N -0.30528 -1.21791 -2.44293
C -0.77231 -1.74139 -3.74870
C 0.99078 -0.55531 -2.52059
H -3.28480 -3.43233 -0.25727
H -2.92743 -2.05382 0.81263
H -1.70995 -3.33307 0.53044
H -3.90969 -1.16018 -1.30667
H -3.51571 -2.32033 -2.58732
H -2.77903 -0.69251 -2.58509
H -1.47464 -2.55154 -3.59474
H 0.09348 -2.14250 -4.27480
H -1.23090 -0.95710 -4.34637
H 1.09706 0.30793 -1.83091
H 1.08258 -0.04397 -3.47653
H 1.83248 -1.22995 -2.37496
```

Calculated values
**HOMO energy (alpha / beta)**: -16.1 / -16.6 eV
**Net charge**: +2
**Multiplicity**: 3
**E**: -39131.128 eV
**Frontier orbital gap (alpha / beta)**: 7.6 / 7.9 eV
**Expectation value of S²**: 2.013
**Molecular weight**: 403.3 g mol⁻¹

---

DFT (the ωB97M-V functional and the def2-TZVPD basis) results for an isolated ion of composition C11H21N2O and charge +1.

Geometry as XYZ:
```
35
C11H21N2O, DFT the ωB97M-V functional and the def2-TZVPD basis
C 2.87788 1.67550 2.34391
N 1.71161 1.56188 2.04590
C 0.32564 1.58714 2.45974
O -0.04114 2.50417 3.13806
C -0.51608 0.57615 1.70101
N -0.03907 0.20715 0.37171
C 0.00270 -1.25697 0.26930
C 0.71306 -1.78041 1.54119
C -1.41849 -1.96815 0.59841
C 0.55385 -1.93510 -0.99515
C -0.15037 1.20865 -0.69696
C 1.23463 1.36950 -1.36336
C -1.30806 0.79928 -1.53798
C -0.47890 2.57077 -0.05883
H 3.86534 1.84270 1.95957
H -0.69722 -0.16460 2.42526
H -1.51372 0.99688 1.81641
H 1.28950 -0.94356 1.94085
H 0.15609 -2.27748 2.32579
H 1.38511 -2.45542 1.26451
H -1.87252 -1.46776 1.54512
H -1.13108 -2.97314 0.61493
H -2.09574 -1.87491 -0.30910
H 1.69589 -2.08691 -0.87278
H 0.14460 -2.86272 -1.11991
H 0.31611 -1.39461 -1.81476
H 1.48954 0.38587 -1.78559
H 0.93143 1.91522 -2.27952
H 2.06405 1.77297 -0.75071
H -1.27296 -0.07703 -2.17150
H -1.59018 1.45699 -2.25507
H -2.18632 0.67923 -1.06852
H -1.48723 2.74429 0.12726
H -0.01574 2.89195 0.73817
H -0.36351 3.35089 -0.85948
```

Calculated values
**ΔE to the lowest compared entry with this formula, charge and spin**: 165.5 kcal per mole
**HOMO energy (alpha / beta)**: -12.0 / -12.0 eV
**Net charge**: +1
**E**: -16762.325 eV
**Frontier orbital gap (alpha / beta)**: 5.5 / 5.5 eV
**Molecular weight**: 197.3 g mol⁻¹
**SMILES string**: C#[N+]C(=O)CN(C(C)(C)C)C(C)(C)C

---

DFT (the ωB97M-V functional and the def2-TZVPD basis) results for an isolated ion of composition C11H21N2O2 and charge +1.

Geometry as XYZ:
```
36
C11H21N2O2, DFT the ωB97M-V functional and the def2-TZVPD basis
C -1.47872 -0.83199 -3.44169
C -1.53689 -0.66949 -1.90459
C -1.02356 0.77605 -1.52180
C -0.37965 0.97174 -0.19125
C -0.74009 0.25109 1.06031
C -1.65986 1.02931 1.99011
C -1.82396 0.41185 3.40173
N 0.14393 2.29453 0.05326
C 1.44701 2.47827 0.03521
N 2.03861 1.52767 -0.60649
C 1.62079 0.18445 -0.78168
C 2.21697 -0.87404 0.08814
O 2.75978 -0.48361 1.09422
O 2.07557 -2.17744 -0.19354
C 2.65496 -3.08893 0.68616
H -1.98775 -0.03527 -4.10026
H -1.92715 -1.76859 -3.77705
H -0.37873 -0.91992 -3.69583
H -0.80670 -1.51181 -1.54586
H -2.54632 -0.91414 -1.33815
H -1.86357 1.43354 -1.62950
H -0.29375 0.97855 -2.23131
H -1.25736 -0.66889 0.70793
H 0.23948 0.03690 1.60963
H -1.39005 2.07314 2.07080
H -2.73361 1.03218 1.69531
H -1.03394 0.75968 4.05926
H -1.69896 -0.62485 3.33351
H -2.72666 0.69304 3.83318
H -0.47239 2.78290 0.71546
H 1.85330 3.44440 0.31566
H 3.03213 1.53292 -0.74323
H 1.20259 -0.06327 -1.67172
H 1.93617 -3.46889 1.36152
H 3.45900 -2.68041 1.24684
H 3.07941 -3.91068 0.01570
```

Calculated values
**ΔE to the lowest compared entry with this formula, charge and spin**: 23.2 kcal per mole
**HOMO energy**: -13.1 eV
**Net charge**: +1
**E**: -18813.436 eV
**Frontier orbital gap**: 9.1 eV
**Molecular weight**: 213.3 g mol⁻¹
**SMILES string**: CCCC(CCC)=[NH+]/C=[NH+]\C=C(/[O-])OC

---

DFT (the ωB97M-V functional and the def2-TZVPD basis) results for C11H21N3O4 as an isolated structure.

Geometry as XYZ:
```
39
C11H21N3O4, DFT the ωB97M-V functional and the def2-TZVPD basis
C -0.81510 -1.10352 2.13124
C 0.32501 -0.79006 1.32993
C -2.23180 -0.68384 1.52076
C -2.42938 0.89383 1.11828
C -3.74009 1.01688 0.35213
C -2.22478 1.80191 2.35371
C 1.60696 -0.91403 -0.75071
C 2.84846 -0.72523 0.19423
C 1.08592 0.41733 -1.48747
C 1.90189 0.90769 -2.72401
C 1.68503 -0.04480 -3.87086
H -0.05292 0.41303 3.52622
H 0.39073 -1.29364 3.60815
H -0.69780 -2.15874 2.22174
H -3.03864 -1.08025 2.09506
H -2.33571 -1.25666 0.57431
H -1.23069 1.19186 0.69537
H -3.66982 0.50633 -0.81891
H -3.74498 2.13351 0.30724
H -4.35656 0.35373 1.15048
H -1.06338 2.20914 2.50069
H -3.18183 2.85081 2.50214
H -2.44213 1.19004 3.43690
H -0.35221 -1.93835 -0.42462
H 1.98772 -1.90533 -1.43563
H 1.03755 1.01972 -0.35510
H 0.01559 0.31890 -1.70372
H 1.16825 1.78176 -3.04547
H 2.91266 1.44392 -2.48210
H 1.70898 -0.63165 -5.96224
H 3.63286 0.19310 -5.34012
H 4.04793 -1.47882 1.18681
N -0.47260 -0.55933 3.49262
N 0.52934 -1.48625 0.19602
N 2.38586 -0.04118 -5.04444
O 1.16780 -0.05019 1.73237
O 3.67837 0.22955 0.19823
O 0.72651 -0.84045 -3.82070
O 3.23695 -1.89072 0.84144
```

Calculated values
**ΔE to the lowest compared entry with this formula, charge and spin**: 250.2 kcal per mole
**HOMO energy**: -9.4 eV
**Net charge**: 0
**E**: -24399.373 eV
**Frontier orbital gap**: 9.7 eV
**Molecular weight**: 259.3 g mol⁻¹